# 1
Formula: C19H13Co2N2O8
Source: OMol25
Level of theory: ωB97M-V with the def2-TZVPD basis set

```
44
Properties=species:S:1:pos:R:3:forces:R:3:mulliken_spin:R:1
C -3.25938 1.36372 3.80868 -0.25 -0.19 0.16 0.001
C -2.48479 1.95928 2.66053 0.79 0.14 0.24 -0.004
O -1.09518 1.62943 2.92887 -1.19 0.24 0.23 0.013
C -0.19035 1.98754 1.98369 1.96 -0.31 0.03 0.142
C 1.09854 1.36089 2.20622 -2.98 0.37 1.93 0.303
N 2.12142 1.64778 1.43084 3.01 0.09 -1.45 0.147
N 3.26676 0.83905 1.27052 0.26 2.71 1.12 0.175
O -0.47901 2.73591 1.03909 -0.18 0.28 0.62 0.063
H -4.31249 1.66079 3.74286 0.07 -0.03 0.02 0.000
H -3.20166 0.26910 3.79098 0.04 0.28 0.04 0.000
H -2.85348 1.72789 4.75931 -0.08 -0.08 -0.12 -0.001
H -2.81837 1.56103 1.69245 0.27 0.06 0.21 -0.002
H -2.59951 3.05135 2.64771 0.08 -0.17 -0.16 0.001
H 1.25719 0.88507 3.17803 0.08 -0.15 -0.61 0.000
O -1.87887 1.89148 -1.05202 0.73 -0.32 1.00 0.009
C -1.22602 1.20728 -0.37678 -1.29 -1.13 -2.33 0.018
Co -0.38525 -0.30033 0.11744 -0.71 1.02 2.97 0.015
C 1.96046 2.48219 0.24736 -0.06 -0.56 0.00 0.011
O 2.04097 3.68512 0.23178 0.16 -0.97 -0.05 0.033
C -1.17190 -0.82808 1.61429 -2.01 -1.26 0.21 -0.029
O -1.82396 -1.25484 2.47346 0.80 0.61 -0.41 -0.010
C 0.71189 -0.92975 -1.27317 2.47 2.21 -0.42 -0.079
C 0.25328 -1.47752 -2.52383 -0.02 0.40 -0.43 0.009
C -0.55227 -2.62589 -2.41136 -0.27 0.15 -0.48 -0.015
C -1.43840 -2.95490 -3.43230 0.42 0.34 -0.17 0.005
C -1.42556 -2.19556 -4.61357 -0.20 -0.14 -0.06 -0.008
C -0.46290 -1.19383 -4.81313 0.05 -0.13 0.11 0.005
C 0.39803 -0.83087 -3.77453 -0.42 -0.60 0.09 -0.009
C 1.24756 0.19945 -0.57411 -1.16 -1.00 -3.69 0.059
C 1.78603 1.49730 -0.90295 0.76 1.79 -2.05 0.007
Co 1.76605 -1.36385 0.14879 -0.62 -0.90 3.68 0.057
C 1.18046 -1.51381 1.85014 1.00 -1.53 0.13 0.000
O 1.05820 -1.79710 2.97453 -0.21 0.35 -0.49 0.005
C 3.26681 -0.44887 1.39530 -1.33 -3.14 -0.24 0.023
O 3.98589 -1.30409 1.90953 0.29 1.78 -0.39 0.015
C 2.83447 -2.53496 -0.49865 0.12 -0.95 -0.09 0.021
O 3.52790 -3.30920 -1.01523 0.10 0.18 -0.02 0.010
H -0.51621 -3.19947 -1.48571 -0.09 0.37 -0.09 0.002
H -2.14328 -3.77261 -3.27143 0.12 0.20 -0.25 0.001
H -2.19251 -2.37890 -5.37296 0.37 -0.01 0.11 -0.001
H -0.39716 -0.67343 -5.77625 -0.12 -0.20 0.35 0.000
H 1.16664 -0.06448 -3.91665 -0.46 -0.12 0.22 0.000
H 2.81822 1.34366 -1.32187 -0.71 0.21 0.19 0.012
H 1.16173 1.96702 -1.69592 0.43 0.12 0.36 -0.002
```
Forces are in eV/Å.

Output
**2S+1**: 2
**Orbital gap (spin up / spin down)**: 4.608 / 4.948 eV
**Charge**: -2
**Expectation value of S²**: 0.78
**Energy**: -114521.237 eV
**Highest occupied orbital energy (spin up / spin down)**: 0.01297 / 0.00052 hartree

---

# 2
Formula: C31H65NO3P
Source: OMol25
Level of theory: ωB97M-V with the def2-TZVPD basis set

```
101
Properties=species:S:1:pos:R:3:forces:R:3:lowdin_charge:R:1
C 11.04549 -6.06607 0.76314 -0.13 0.35 -0.02 -0.112
C 10.38566 -4.68303 0.62702 1.03 -0.37 -0.35 -0.251
C 11.34616 -3.69575 -0.09076 -0.96 0.20 0.30 -0.211
C 10.74924 -3.20004 -1.40881 0.36 -0.03 0.17 -0.223
C 9.47385 -2.38812 -1.21491 0.40 0.09 0.37 -0.211
C 9.78154 -0.99115 -0.63318 -0.96 0.07 -0.68 -0.202
C 8.79855 0.05127 -1.19169 -0.39 -0.09 0.42 -0.204
C 7.47323 0.07658 -0.37950 0.83 0.53 -0.12 -0.191
C 7.32054 1.34862 0.49672 -0.42 -0.60 -0.66 -0.201
C 6.13530 2.19706 0.02388 0.48 0.26 0.61 -0.208
C 5.64551 3.20102 1.09831 -0.26 -0.67 -0.60 -0.193
C 4.11275 3.17117 1.23761 0.09 0.84 -0.44 -0.197
C 3.45338 4.26202 0.36341 -0.20 0.04 0.63 -0.216
C 2.20963 4.89045 1.00607 0.00 -0.87 -1.03 -0.203
C 0.96271 3.98204 0.87264 0.04 0.90 0.26 -0.200
C -0.23252 4.75437 0.26303 0.35 -1.20 0.43 -0.205
C -1.55024 4.17992 0.78209 -0.11 0.02 -1.07 -0.220
C -2.70616 4.36297 -0.20890 -0.08 0.23 0.90 -0.208
C -4.05411 4.22626 0.52173 -0.07 0.60 -0.54 -0.212
C -5.19235 3.74850 -0.38255 0.36 -0.23 0.35 -0.125
C -5.27060 2.21378 -0.63610 0.97 1.41 0.72 -0.251
C -4.19736 1.36682 0.01973 -0.83 -1.76 -0.32 -0.114
C -4.67691 -0.13111 0.04644 -0.22 0.58 0.51 -0.144
C -5.68466 -0.48007 -1.05226 0.80 0.75 -0.06 -0.122
C -6.91212 0.44338 -0.98292 -0.72 -1.14 -0.30 -0.253
C -8.21077 -0.21211 -0.47923 0.75 0.61 0.58 -0.147
C -8.00608 -1.28524 0.60753 -1.35 0.03 -0.03 -0.172
P -8.57241 -2.95388 0.10701 0.42 -0.30 -0.25 0.463
O -7.41380 -3.76391 -0.26207 0.83 -0.34 -0.07 -0.245
O -9.60321 -2.81790 -1.09330 0.10 0.34 0.42 -0.193
C -8.98661 -2.90381 -2.40866 -0.60 0.25 -0.52 -0.271
C -8.95590 -4.31486 -2.95733 0.64 -0.01 0.21 -0.058
O -9.45194 -3.51292 1.29094 0.29 0.33 -0.25 -0.188
C -8.69887 -4.11434 2.37606 -0.38 -0.31 1.10 -0.264
C -9.21170 -5.52046 2.59616 -0.25 -0.03 -0.41 -0.059
N -6.61080 1.70138 -0.20405 0.13 -0.40 -1.27 0.125
H 12.11440 -5.98713 0.94823 0.07 0.06 0.20 0.063
H 10.93635 -6.57624 -0.19012 0.02 -0.30 -0.03 0.071
H 10.60654 -6.66456 1.55590 -0.12 -0.17 -0.02 0.064
H 9.50675 -4.82227 0.00572 -0.34 0.12 0.12 0.089
H 10.08280 -4.27867 1.58782 -0.10 -0.05 0.14 0.100
H 11.49430 -2.84338 0.57241 0.19 0.16 -0.03 0.101
H 12.32010 -4.14972 -0.24146 0.12 -0.10 -0.12 0.099
H 10.60267 -4.05735 -2.06664 -0.17 -0.07 -0.08 0.110
H 11.47634 -2.54859 -1.89448 0.10 -0.02 -0.22 0.105
H 8.81017 -2.87788 -0.50650 -0.16 -0.29 -0.06 0.096
H 8.92151 -2.32564 -2.15033 0.06 0.19 -0.16 0.107
H 9.58940 -1.03372 0.43531 0.51 0.12 0.30 0.105
H 10.80821 -0.69015 -0.82504 0.16 -0.08 0.02 0.108
H 9.24056 1.04660 -1.17394 0.05 0.08 -0.06 0.098
H 8.54628 -0.17541 -2.22612 0.28 -0.01 -0.18 0.097
H 7.45814 -0.80181 0.26071 -0.22 -0.20 -0.02 0.099
H 6.64607 0.01609 -1.08028 -0.27 -0.10 0.06 0.096
H 7.13062 1.05348 1.52573 0.08 0.06 0.19 0.103
H 8.25512 1.90231 0.45399 0.03 0.21 0.25 0.105
H 6.39277 2.74254 -0.88387 0.09 -0.06 -0.16 0.114
H 5.34620 1.50510 -0.25678 -0.29 -0.02 0.09 0.093
H 6.12604 3.02286 2.05689 0.06 -0.27 0.08 0.101
H 5.98357 4.18025 0.77532 -0.13 0.34 0.21 0.097
H 3.80367 3.28491 2.27594 0.04 0.18 0.11 0.104
H 3.70351 2.22238 0.90132 0.16 -0.35 0.18 0.098
H 4.14591 5.07322 0.14984 0.29 -0.03 0.08 0.102
H 3.18486 3.83112 -0.60131 -0.06 0.06 -0.17 0.110
H 2.42900 5.13788 2.03829 -0.07 0.22 0.18 0.108
H 2.01288 5.79263 0.43330 -0.09 0.36 0.22 0.097
H 1.21899 3.12972 0.24624 -0.13 -0.16 -0.05 0.106
H 0.64186 3.58863 1.83659 0.16 -0.06 0.16 0.104
H -0.13776 5.80449 0.51688 -0.14 0.22 -0.11 0.109
H -0.17522 4.62588 -0.81665 -0.09 0.31 -0.19 0.115
H -1.81494 4.66608 1.71734 -0.01 -0.06 0.25 0.119
H -1.43443 3.10940 0.95427 0.04 -0.10 0.27 0.108
H -2.64153 3.69421 -1.06712 0.20 -0.16 0.00 0.109
H -2.63235 5.38059 -0.58736 -0.12 0.07 -0.32 0.117
H -3.95671 3.66539 1.44626 -0.05 -0.27 0.03 0.101
H -4.31838 5.23597 0.82901 -0.12 0.07 0.23 0.118
H -6.13284 4.12811 0.02342 -0.18 -0.15 -0.03 0.114
H -5.04810 4.23864 -1.34054 -0.16 0.10 -0.18 0.121
H -5.17993 2.07339 -1.70514 -0.52 -0.31 -0.22 0.154
H -4.00074 1.62375 1.05250 0.26 0.42 -0.01 0.116
H -3.30029 1.37691 -0.58413 0.29 0.49 0.07 0.127
H -5.16289 -0.28348 1.01288 0.07 -0.22 0.12 0.102
H -3.79582 -0.76172 0.04303 -0.06 -0.28 -0.12 0.124
H -5.95542 -1.53158 -1.03112 -0.20 -0.08 0.12 0.113
H -5.19533 -0.29669 -2.00690 0.04 -0.17 -0.19 0.125
H -7.11610 0.78369 -1.99301 0.02 0.39 -0.07 0.153
H -8.81944 0.57914 -0.03884 -0.24 0.10 -0.16 0.118
H -8.76459 -0.55530 -1.34472 -0.05 -0.26 0.01 0.101
H -8.63482 -1.02134 1.45621 -0.03 0.05 0.16 0.096
H -6.99552 -1.35817 0.99064 0.18 -0.16 -0.16 0.081
H -9.59709 -2.27621 -3.05375 -0.26 0.10 0.13 0.118
H -8.00234 -2.44202 -2.39328 0.22 -0.16 0.12 0.095
H -9.61016 -4.96942 -2.39550 -0.32 0.00 -0.02 0.089
H -9.22095 -4.31557 -4.00766 -0.18 -0.07 -0.14 0.078
H -7.95642 -4.72507 -2.86352 0.13 -0.13 0.05 0.075
H -8.89641 -3.54136 3.28032 -0.19 0.32 -0.10 0.116
H -7.62499 -4.07614 2.22144 0.07 -0.04 -0.41 0.107
H -9.14348 -5.83293 3.63330 0.25 0.00 0.08 0.081
H -8.72722 -6.24219 1.94870 0.19 -0.11 -0.03 0.081
H -10.26477 -5.52666 2.32957 -0.19 -0.01 0.08 0.083
H -6.67027 1.54348 0.80300 0.04 0.17 -0.01 0.196
H -7.30277 2.38670 -0.50548 -0.15 0.02 0.50 0.178
```
Forces are in eV/Å.

Output
**2S+1**: 1
**Orbital gap**: 8.434 eV
**Charge**: +1
**Energy**: -50118.450 eV
**Highest occupied orbital energy**: -0.41397 hartree